{"formula": "C27H70BrINNbO26PS9", "method": "ωB97M-V/def2-TZVPD", "species": ["N", "C", "O", "Nb", "Br", "C", "C", "O", "I", "P", "S", "H", "H", "H", "H", "H", "H", "O", "S", "O", "O", "C", "C", "C", "H", "H", "H", "H", "H", "H", "H", "H", "O", "S", "O", "O", "C", "C", "C", "H", "H", "H", "H", "H", "H", "H", "H", "O", "S", "O", "O", "C", "C", "C", "H", "H", "H", "H", "H", "H", "H", "H", "O", "S", "O", "O", "C", "C", "C", "H", "H", "H", "H", "H", "H", "H", "H", "O", "S", "O", "O", "C", "C", "C", "H", "H", "H", "H", "H", "H", "H", "H", "O", "S", "O", "O", "C", "C", "C", "H", "H", "H", "H", "H", "H", "H", "H", "O", "S", "O", "O", "C", "C", "C", "H", "H", "H", "H", "H", "H", "H", "H", "O", "S", "O", "O", "C", "C", "C", "H", "H", "H", "H", "H", "H", "H", "H"], "xyz": [[1.180, 4.049, 7.344], [0.851, 3.193, 6.630], [0.465, 2.328, 5.805], [0.541, 0.313, 6.030], [0.656, -2.136, 6.094], [2.776, 0.445, 5.615], [3.655, -0.597, 6.125], [4.266, -1.437, 5.541], [3.905, -0.591, 8.303], [-2.099, 0.396, 6.429], [-2.833, -1.137, 7.487], [0.766, 0.723, 7.808], [0.208, 0.423, 4.243], [3.119, 1.410, 5.995], [2.881, 0.386, 4.525], [-2.811, 0.479, 5.227], [-2.444, 1.589, 7.079], [0.635, -0.308, 1.792], [0.651, -1.018, 0.551], [-0.302, -2.067, 0.340], [2.112, -1.563, 0.306], [2.718, -2.321, 1.397], [2.142, -3.711, 1.556], [0.569, 0.101, -0.796], [2.626, -1.743, 2.317], [3.770, -2.353, 1.133], [1.101, -3.684, 1.873], [2.721, -4.241, 2.313], [2.192, -4.259, 0.615], [1.296, 0.896, -0.656], [-0.446, 0.495, -0.787], [0.752, -0.441, -1.719], [7.172, -5.569, 8.728], [6.366, -6.358, 7.846], [6.998, -6.974, 6.717], [5.111, -5.539, 7.401], [5.299, -4.209, 6.811], [5.829, -4.267, 5.399], [5.503, -7.589, 8.759], [5.941, -3.625, 7.469], [4.308, -3.768, 6.841], [6.841, -4.670, 5.366], [5.831, -3.257, 4.996], [5.196, -4.901, 4.777], [5.022, -7.118, 9.611], [6.248, -8.311, 9.085], [4.776, -8.059, 8.103], [-2.550, 1.986, -1.687], [-3.307, 1.289, -2.690], [-2.604, 0.617, -3.738], [-4.371, 2.285, -3.290], [-3.859, 3.551, -3.810], [-3.180, 3.420, -5.155], [-4.419, 0.173, -1.929], [-3.200, 3.990, -3.066], [-4.734, 4.190, -3.900], [-2.271, 2.825, -5.089], [-2.918, 4.418, -5.508], [-3.847, 2.946, -5.873], [-4.964, 0.689, -1.142], [-3.820, -0.634, -1.511], [-5.096, -0.217, -2.683], [-6.476, 2.901, -6.184], [-7.581, 2.096, -5.753], [-7.946, 0.959, -6.539], [-8.839, 3.041, -5.565], [-9.208, 3.888, -6.684], [-9.871, 3.135, -7.815], [-7.397, 1.634, -4.076], [-8.320, 4.424, -7.019], [-9.889, 4.611, -6.242], [-9.183, 2.439, -8.291], [-10.216, 3.851, -8.562], [-10.724, 2.565, -7.448], [-7.131, 2.513, -3.497], [-6.592, 0.905, -4.044], [-8.326, 1.194, -3.725], [5.972, 0.537, -1.237], [6.264, -0.794, -0.795], [5.775, -1.220, 0.480], [7.832, -1.011, -0.858], [8.658, -0.039, -0.160], [8.632, -0.197, 1.344], [5.816, -1.964, -2.017], [8.350, 0.960, -0.469], [9.654, -0.221, -0.558], [7.650, 0.025, 1.755], [9.356, 0.491, 1.783], [8.891, -1.216, 1.629], [6.204, -1.648, -2.980], [4.728, -1.992, -2.033], [6.213, -2.935, -1.738], [-6.681, -0.211, 0.875], [-8.096, -0.132, 0.678], [-8.578, 0.370, -0.576], [-8.737, 0.680, 1.865], [-8.181, 1.994, 2.160], [-8.571, 3.050, 1.151], [-8.854, -1.676, 1.017], [-7.100, 1.896, 2.253], [-8.581, 2.221, 3.145], [-8.137, 2.851, 0.173], [-8.211, 4.018, 1.500], [-9.653, 3.093, 1.036], [-8.490, -2.041, 1.973], [-8.559, -2.344, 0.211], [-9.931, -1.539, 1.026], [6.087, -3.763, -4.649], [6.090, -4.579, -5.827], [5.188, -5.684, -5.901], [7.569, -5.065, -6.095], [8.261, -5.731, -5.002], [7.777, -7.141, -4.756], [5.915, -3.580, -7.259], [8.175, -5.110, -4.111], [9.301, -5.719, -5.318], [6.750, -7.157, -4.398], [8.415, -7.605, -4.003], [7.823, -7.729, -5.673], [6.613, -2.751, -7.198], [4.888, -3.222, -7.256], [6.103, -4.196, -8.134], [-0.523, 6.077, -1.644], [-1.786, 6.087, -0.971], [-2.993, 6.129, -1.746], [-1.798, 7.272, 0.078], [-1.466, 8.597, -0.407], [-2.571, 9.234, -1.221], [-1.888, 4.759, 0.166], [-0.533, 8.538, -0.968], [-1.274, 9.161, 0.502], [-2.740, 8.700, -2.154], [-2.292, 10.262, -1.453], [-3.507, 9.236, -0.662], [-0.986, 4.742, 0.770], [-1.974, 3.850, -0.430], [-2.774, 4.897, 0.779]], "total_energy_ha": -9935.41696, "total_charge": -1, "mol_weight_da": 1444.1, "homo_lumo_gap_ev": 5.65}


{"formula": "C27H70N17O36P3S", "method": "ωB97M-V/def2-TZVPD", "species": ["C", "C", "C", "P", "C", "C", "C", "C", "C", "C", "O", "P", "N", "O", "O", "C", "O", "C", "C", "N", "P", "O", "O", "S", "H", "H", "H", "H", "H", "H", "H", "H", "H", "H", "H", "H", "H", "H", "H", "H", "H", "H", "H", "H", "H", "H", "H", "H", "H", "C", "N", "O", "O", "H", "H", "H", "C", "N", "O", "O", "H", "H", "H", "C", "N", "O", "O", "H", "H", "H", "C", "N", "O", "O", "H", "H", "H", "C", "N", "O", "O", "H", "H", "H", "C", "N", "O", "O", "H", "H", "H", "C", "N", "O", "O", "H", "H", "H", "C", "N", "O", "O", "H", "H", "H", "C", "N", "O", "O", "H", "H", "H", "C", "N", "O", "O", "H", "H", "H", "C", "N", "O", "O", "H", "H", "H", "C", "N", "O", "O", "H", "H", "H", "C", "N", "O", "O", "H", "H", "H", "C", "N", "O", "O", "H", "H", "H", "C", "N", "O", "O", "H", "H", "H"], "xyz": [[-0.084, -0.270, 3.090], [-0.474, 0.299, 1.875], [-0.553, -0.423, 0.499], [-2.256, 0.096, -0.139], [-3.170, -1.343, -0.908], [-3.338, 0.543, 1.309], [-3.393, 2.050, 1.577], [0.684, 0.213, -0.225], [0.408, 1.050, -1.482], [-0.149, 0.301, -2.674], [0.895, -0.274, -3.463], [1.667, 1.441, 0.870], [0.856, 2.941, 0.834], [3.113, 1.729, 0.071], [1.666, -0.820, -0.370], [1.389, -1.731, 0.634], [2.174, -2.196, 1.311], [-0.143, -1.933, 0.500], [-0.198, -2.643, -0.877], [0.766, -3.757, -0.919], [-0.997, -3.063, 1.689], [-1.521, -4.428, 0.943], [-2.383, -2.337, 2.191], [-0.005, -3.598, 3.237], [0.896, -0.148, 3.532], [-0.788, -0.881, 3.640], [-0.793, 1.331, 1.887], [-4.213, -1.054, -0.922], [-2.808, -1.461, -1.923], [-3.033, -2.270, -0.360], [-4.335, 0.242, 0.984], [-3.127, -0.043, 2.200], [-2.466, 2.554, 1.318], [-4.206, 2.538, 1.050], [-3.620, 2.164, 2.626], [1.381, 1.434, -1.800], [-0.198, 1.910, -1.244], [-0.679, 1.032, -3.296], [-0.885, -0.465, -2.431], [0.446, -0.749, -4.166], [0.957, 3.446, -0.041], [1.097, 3.508, 1.633], [3.224, 1.148, -0.696], [0.066, -1.987, -1.700], [-1.185, -3.046, -1.109], [0.449, -4.427, -1.594], [0.857, -4.201, -0.013], [-2.330, -4.177, 0.468], [-3.149, -2.857, 1.914], [-2.558, -2.716, 5.665], [-3.159, -1.617, 6.469], [-2.570, -1.267, 7.474], [-4.200, -1.144, 6.062], [-1.638, -3.034, 6.144], [-3.277, -3.530, 5.626], [-2.359, -2.319, 4.674], [-3.558, 1.882, 6.871], [-3.658, 1.776, 5.391], [-2.686, 1.370, 4.785], [-4.713, 2.109, 4.887], [-2.570, 1.556, 7.178], [-3.721, 2.924, 7.133], [-4.329, 1.246, 7.297], [2.087, 2.998, -5.032], [1.326, 4.037, -4.288], [1.787, 4.435, -3.238], [0.285, 4.420, -4.791], [2.984, 2.757, -4.475], [1.445, 2.126, -5.127], [2.337, 3.407, -6.005], [-5.479, -2.014, 9.091], [-6.319, -1.853, 10.311], [-6.353, -2.780, 11.097], [-6.912, -0.803, 10.432], [-5.014, -2.993, 9.119], [-6.132, -1.919, 8.229], [-4.728, -1.229, 9.099], [3.382, -3.436, 5.976], [2.023, -2.905, 6.257], [1.845, -1.707, 6.167], [1.170, -3.714, 6.562], [4.031, -2.606, 5.723], [3.726, -3.941, 6.874], [3.294, -4.129, 5.143], [3.992, -2.744, -1.234], [5.211, -2.951, -2.063], [6.153, -3.527, -1.560], [5.179, -2.523, -3.203], [4.160, -3.170, -0.252], [3.820, -1.675, -1.167], [3.163, -3.240, -1.733], [1.232, 7.053, -7.038], [2.171, 5.900, -7.072], [2.952, 5.768, -6.154], [2.095, 5.146, -8.025], [1.419, 7.622, -6.135], [1.419, 7.652, -7.924], [0.223, 6.649, -7.042], [-7.969, 0.149, 5.051], [-7.561, 0.686, 6.378], [-6.504, 0.299, 6.834], [-8.315, 1.476, 6.905], [-7.202, -0.536, 4.706], [-8.919, -0.361, 5.183], [-8.069, 0.993, 4.375], [-0.066, 2.950, -9.484], [-1.007, 3.031, -8.332], [-0.987, 2.127, -7.520], [-1.736, 4.002, -8.283], [0.516, 2.040, -9.393], [-0.661, 2.941, -10.392], [0.576, 3.825, -9.441], [-4.992, 3.514, -10.092], [-4.096, 2.721, -10.980], [-2.923, 3.039, -11.016], [-4.601, 1.813, -11.603], [-4.402, 4.281, -9.604], [-5.765, 3.951, -10.716], [-5.418, 2.829, -9.365], [2.270, -7.386, -3.547], [1.540, -6.355, -2.760], [2.046, -5.961, -1.731], [0.473, -5.972, -3.208], [3.192, -7.625, -3.030], [1.626, -8.257, -3.619], [2.471, -6.966, -4.529], [3.608, 1.370, 5.775], [2.702, 2.540, 5.611], [1.590, 2.339, 5.162], [3.144, 3.623, 5.934], [3.081, 0.480, 5.449], [4.486, 1.551, 5.162], [3.871, 1.302, 6.827], [5.700, 4.101, -8.376], [4.787, 2.949, -8.142], [4.223, 2.470, -9.104], [4.669, 2.572, -6.994], [5.705, 4.327, -9.436], [5.318, 4.938, -7.798], [6.688, 3.808, -8.034], [0.600, -1.108, 9.569], [2.052, -1.096, 9.909], [2.710, -2.068, 9.593], [2.476, -0.112, 10.476], [0.369, -2.041, 9.068], [0.047, -1.017, 10.500], [0.410, -0.261, 8.917], [7.004, -2.008, -5.709], [8.220, -2.207, -6.548], [9.165, -2.781, -6.047], [8.180, -1.776, -7.684], [7.179, -2.437, -4.731], [6.828, -0.939, -5.638], [6.178, -2.506, -6.207]], "total_energy_ha": -6131.01530, "total_charge": 0, "mol_weight_da": 1333.9, "homo_lumo_gap_ev": 6.48}


{"formula": "C27H70N3O11S10", "method": "ωB97M-V/def2-TZVPD", "species": ["N", "C", "O", "C", "C", "C", "C", "C", "N", "N", "C", "H", "H", "H", "H", "H", "H", "H", "H", "H", "H", "C", "S", "O", "C", "H", "H", "H", "H", "H", "H", "C", "S", "O", "C", "H", "H", "H", "H", "H", "H", "C", "S", "O", "C", "H", "H", "H", "H", "H", "H", "C", "S", "O", "C", "H", "H", "H", "H", "H", "H", "C", "S", "O", "C", "H", "H", "H", "H", "H", "H", "C", "S", "O", "C", "H", "H", "H", "H", "H", "H", "C", "S", "O", "C", "H", "H", "H", "H", "H", "H", "C", "S", "O", "C", "H", "H", "H", "H", "H", "H", "C", "S", "O", "C", "H", "H", "H", "H", "H", "H", "C", "S", "O", "C", "H", "H", "H", "H", "H", "H"], "xyz": [[2.138, -2.930, 2.078], [3.317, -2.276, 1.499], [3.338, -1.883, 0.317], [4.551, -2.111, 2.507], [5.530, -0.919, 2.130], [4.878, 0.516, 2.110], [5.670, 1.728, 1.627], [4.830, 2.974, 1.729], [3.519, 2.970, 2.160], [2.750, 1.988, 2.589], [3.472, 0.809, 2.566], [2.471, -3.718, 2.649], [1.486, -3.232, 1.336], [5.160, -3.080, 2.391], [4.212, -2.108, 3.604], [5.998, -1.170, 1.119], [6.390, -0.906, 2.892], [6.730, 1.762, 1.253], [5.309, 3.963, 1.433], [3.035, 3.896, 2.155], [2.892, -0.095, 2.963], [10.039, -2.777, 3.686], [10.178, -1.523, 2.396], [8.815, -0.941, 2.188], [10.483, -2.680, 1.045], [9.808, -2.279, 4.628], [9.239, -3.478, 3.440], [10.988, -3.308, 3.781], [9.655, -3.386, 0.965], [11.416, -3.213, 1.227], [10.565, -2.112, 0.117], [-2.472, -1.384, 0.031], [-1.755, -2.872, -0.686], [-0.706, -3.368, 0.260], [-0.909, -2.033, -2.041], [-3.025, -1.664, 0.929], [-1.682, -0.679, 0.297], [-3.156, -0.928, -0.690], [-0.217, -1.288, -1.643], [-1.646, -1.554, -2.688], [-0.352, -2.776, -2.613], [-2.441, 2.542, -2.770], [-3.997, 1.628, -2.752], [-3.732, 0.305, -2.105], [-4.073, 1.354, -4.533], [-2.173, 2.788, -1.742], [-1.654, 1.930, -3.214], [-2.567, 3.464, -3.341], [-3.185, 0.816, -4.867], [-4.145, 2.314, -5.046], [-4.960, 0.759, -4.753], [-5.320, 2.344, -7.983], [-4.596, 0.851, -8.694], [-3.546, 0.366, -7.746], [-3.754, 1.685, -10.054], [-5.870, 2.066, -7.083], [-4.531, 3.052, -7.721], [-6.006, 2.795, -8.702], [-3.064, 2.434, -9.662], [-4.491, 2.157, -10.705], [-3.195, 0.942, -10.623], [-6.946, -2.096, 0.192], [-6.791, -0.847, -1.100], [-8.149, -0.256, -1.319], [-6.483, -2.009, -2.446], [-7.180, -1.596, 1.129], [-7.748, -2.793, -0.058], [-6.000, -2.632, 0.295], [-7.313, -2.711, -2.530], [-5.553, -2.548, -2.256], [-6.390, -1.445, -3.376], [5.272, 4.523, 5.177], [3.565, 4.948, 4.786], [3.543, 5.477, 3.379], [3.468, 6.363, 5.898], [5.569, 3.673, 4.560], [5.926, 5.371, 4.964], [5.345, 4.248, 6.232], [4.235, 7.094, 5.638], [3.603, 6.025, 6.926], [2.483, 6.818, 5.793], [-6.838, -0.303, 5.158], [-6.413, -1.963, 4.590], [-6.637, -2.001, 3.113], [-7.816, -2.790, 5.369], [-6.108, 0.397, 4.752], [-7.835, -0.033, 4.805], [-6.803, -0.272, 6.248], [-8.751, -2.363, 5.003], [-7.748, -2.677, 6.453], [-7.777, -3.849, 5.114], [0.947, 3.575, -12.149], [-0.009, 2.045, -12.095], [-1.438, 2.401, -12.345], [0.177, 1.773, -10.320], [0.934, 3.954, -13.172], [0.502, 4.316, -11.482], [1.977, 3.371, -11.852], [-0.219, 2.627, -9.768], [1.232, 1.628, -10.083], [-0.380, 0.876, -10.047], [-5.864, -6.812, -0.041], [-5.709, -5.562, -1.334], [-7.065, -4.975, -1.552], [-5.401, -6.725, -2.680], [-6.099, -6.310, 0.898], [-6.665, -7.509, -0.291], [-4.918, -7.347, 0.062], [-6.232, -7.427, -2.763], [-4.471, -7.263, -2.489], [-5.309, -6.161, -3.608], [5.692, 4.313, 10.750], [6.397, 3.364, 9.388], [5.733, 3.826, 8.129], [5.645, 1.789, 9.849], [6.002, 5.353, 10.643], [4.603, 4.254, 10.721], [6.064, 3.921, 11.698], [4.558, 1.890, 9.876], [6.019, 1.480, 10.826], [5.922, 1.043, 9.104]], "total_energy_ha": -6043.94479, "total_charge": 1, "mol_weight_da": 933.5, "homo_lumo_gap_ev": 4.91}